Record 1
Entry from the Open Molecules 2025 dataset: an isolated molecule of C3H5ClFN (wB97M-V/def2-TZVPD).

Last column: Mulliken charge in e.
Atoms and positions in Å:
N1 1.93535 -0.22315 0.05274  -0.58
C1 0.54255 -0.60076 -0.04796  -0.64
C2 -0.49575 0.61127 -0.06071  -0.23
C3 -1.75874 0.30641 0.08978  0.24
F1 -2.70590 1.30525 0.02369  -0.25
Cl1 -2.45713 -1.21371 0.00465  -0.14
H1 2.22298 0.41947 -0.67736  0.23
H2 2.12726 0.13808 0.97386  0.23
H3 0.38423 -1.11333 -0.98496  0.33
H4 0.34181 -1.25215 0.78409  0.42
H5 -0.13666 1.62262 -0.15782  0.37

For the energy above the lowest of the compared OMol25 structures with the same formula, charge and spin, the calculation gives 2.44 kcal per mole. The spin multiplicity is 1. As for the orbital gap: 10.4 eV. The charge is 0. Its LUMO energy is 0.83 eV. The value obtained for the strongest force on any atom is 0.055 hartree/bohr. The HOMO energy is -9.60 eV.


Record 2
Entry from the Open Molecules 2025 dataset: the ion C5H14N2 with charge +1 (wB97M-V/def2-TZVPD).

Last column: Löwdin spin population.
Atoms and positions in Å:
N1 -1.10880 -2.36134 -0.57595  0.00
C1 -0.95524 -0.93083 -0.37336  0.02
C2 -2.00535 -0.19839 0.52710  0.01
C3 0.47992 -0.70958 0.17358  0.06
N2 0.85024 0.72429 0.25747  0.65
C4 0.85442 1.42440 -1.01015  0.06
C5 1.86426 1.12152 1.21599  0.07
H1 -1.06115 -2.55366 -1.57237  0.00
H2 -2.04769 -2.62888 -0.28809  0.00
H3 -0.94385 -0.31377 -1.28701  0.00
H4 -2.95473 -0.63503 0.23943  0.00
H5 -1.75564 -0.23202 1.57966  0.00
H6 -1.93606 0.83494 0.19980  0.00
H7 0.53909 -1.20638 1.14508  0.00
H8 1.24810 -1.13267 -0.48525  0.03
H9 -0.08675 1.89288 -1.30711  0.02
H10 1.16751 0.75043 -1.80486  0.02
H11 1.51026 2.29347 -0.89806  0.00
H12 2.05212 0.53726 2.11433  0.00
H13 2.79143 1.20786 0.64033  0.03
H14 1.49792 2.11549 1.50946  0.02

For the energy above the lowest of the compared OMol25 structures with the same formula, charge and spin, the calculation gives 18.34 kcal per mole. The spin multiplicity is 2. As for the orbital gap (alpha / beta): 10.7 / 6.4 eV. The charge is +1. Its LUMO energy (alpha / beta) is -2.80 / -7.10 eV. The value obtained for the strongest force on any atom is 0.051 hartree/bohr. The HOMO energy (alpha / beta) is -13.54 / -13.52 eV. The expectation value of S² is 0.7542.


Record 3
Entry from the Open Molecules 2025 dataset: a cluster of 2 separate species, C3H7N4S in total (wB97M-V/def2-TZVPD).

Last column: Mulliken charge in e.
Atoms and positions in Å:
C1 -1.81848 0.22576 0.07518  0.02
C2 -0.96763 1.29305 0.22214  -0.25
C3 0.27458 -0.70818 -0.34348  -0.02
N1 3.19968 0.13335 0.33709  0.07
N2 4.33601 -0.26742 -0.02561  -0.60
N3 -1.06358 -0.91631 -0.15867  -0.11
N4 -3.18603 0.15778 0.16213  -0.51
S1 0.64067 0.87397 -0.09601  0.16
H1 4.58693 0.00986 -0.96548  0.26
H2 -1.14275 2.28112 0.53864  0.43
H3 0.91739 -1.66603 -0.36750  0.36
H4 2.94230 0.02666 1.37205  0.27
H5 -1.56399 -1.87547 -0.16673  0.32
H6 -3.72219 1.04854 -0.12899  0.32
H7 -3.43291 -0.61667 -0.45476  0.28

For the energy above the lowest of the compared OMol25 structures with the same formula, charge and spin, the calculation gives 37.05 kcal per mole. The spin multiplicity is 1. As for the orbital gap: 8.4 eV. The charge is +1. Its LUMO energy is -4.23 eV. The value obtained for the strongest force on any atom is 0.073 hartree/bohr. The HOMO energy is -12.62 eV.


Record 4
Entry from the Open Molecules 2025 dataset: a cluster of 3 separate species, C4H5NO3 in total (wB97M-V/def2-TZVPD).

Last column: Mulliken charge in e.
Atoms and positions in Å:
C1 -0.16756 -0.43640 2.31498  -0.53
C2 -1.46980 -0.39401 2.42888  -0.13
C3 -2.61226 -0.76154 2.00172  0.54
O1 -3.77484 -0.85784 2.10060  -0.39
H1 0.42837 -0.19985 3.17809  0.26
H2 0.24850 -1.01132 1.51199  0.26
O2 -2.15939 3.01886 1.85056  -0.31
C4 -1.81135 3.21193 0.79117  0.65
O3 -1.47007 3.55668 -0.23910  -0.34
N1 3.36142 -1.74983 -3.99673  -0.63
H3 2.85648 -1.53145 -3.15044  0.21
H4 3.87905 -0.97060 -4.04565  0.20
H5 2.69143 -1.87463 -4.74607  0.22

For the energy above the lowest of the compared OMol25 structures with the same formula, charge and spin, the calculation gives 67.64 kcal per mole. The spin multiplicity is 1. As for the orbital gap: 8.5 eV. The charge is 0. Its LUMO energy is -0.70 eV. The value obtained for the strongest force on any atom is 0.087 hartree/bohr. The HOMO energy is -9.15 eV.


Record 5
Entry from the Open Molecules 2025 dataset: an isolated molecule of C29H33ClN4O3 (wB97M-V/def2-TZVPD).

Last column: Mulliken charge in e.
Atoms and positions in Å:
C1 -6.06975 -3.30253 -1.35213  -1.17
C2 -4.72586 -2.61570 -1.08599  -0.82
N1 -4.71433 -1.66288 0.00618  0.55
C3 -4.77157 -2.25523 1.33526  -0.81
C4 -3.45639 -2.04714 2.08842  -1.10
C5 -5.57369 -0.51005 -0.18620  -0.86
C6 -4.95971 0.71627 0.50212  -1.20
N2 -3.58854 0.85621 0.08065  0.31
C7 -3.11586 1.94102 -0.57419  0.15
O1 -3.73885 2.98312 -0.66411  -0.71
C8 -1.73057 1.77735 -1.10215  0.40
C9 -1.23875 0.56535 -1.57615  0.00
C10 0.07178 0.44993 -1.99884  -0.80
C11 0.92103 1.55057 -1.92943  0.34
N3 2.29206 1.47044 -2.19071  -0.11
C12 3.07151 0.35213 -2.15074  0.50
O2 2.65274 -0.78186 -2.23171  -0.60
C13 4.54471 0.67176 -1.93923  -1.16
C14 4.88035 0.67066 -0.41403  0.15
N4 3.68234 0.76865 0.40722  0.01
C15 3.00366 1.92368 0.52146  0.38
O3 3.42414 2.96610 0.03960  -0.69
C16 1.69496 1.90882 1.25157  0.51
C17 1.27991 3.15053 1.73757  -0.69
C18 0.04788 3.33032 2.33030  -0.85
C19 -0.81887 2.25623 2.44182  -0.25
C20 -0.43332 1.01552 1.97236  -0.68
C21 0.81231 0.83754 1.38774  0.45
Cl1 1.15078 -0.76198 0.80596  -0.23
C22 5.62991 -0.57218 -0.00854  0.18
C23 5.08030 -1.82620 -0.25361  -0.10
C24 5.75688 -2.96932 0.13171  -0.82
C25 6.98575 -2.87225 0.76330  -0.45
C26 7.53695 -1.62666 1.00856  -0.64
C27 6.86037 -0.48093 0.62617  -0.52
C28 0.41151 2.78537 -1.52681  -0.27
C29 -0.90110 2.89523 -1.12558  -1.27
H1 -5.96139 -4.02352 -2.15812  0.43
H2 -6.41951 -3.82710 -0.46556  0.30
H3 -6.82281 -2.57296 -1.64011  0.30
H4 -4.41249 -2.08506 -1.99105  0.35
H5 -3.96712 -3.37202 -0.86636  0.43
H6 -5.59374 -1.81766 1.91250  0.33
H7 -4.96160 -3.33062 1.26157  0.49
H8 -3.28698 -0.99192 2.28513  0.10
H9 -2.62565 -2.43145 1.50107  0.25
H10 -3.48224 -2.57543 3.03855  0.51
H11 -6.59567 -0.66601 0.19463  0.34
H12 -5.63373 -0.30800 -1.25789  0.52
H13 -5.00221 0.60093 1.59067  0.31
H14 -5.49200 1.62796 0.22381  0.49
H15 -3.08410 -0.01764 0.04594  0.08
H16 -1.87974 -0.30314 -1.63629  0.66
H17 0.45022 -0.49455 -2.35260  0.51
H18 2.77323 2.35388 -2.06393  0.34
H19 5.14610 -0.09047 -2.43468  0.55
H20 4.78109 1.64569 -2.36569  0.33
H21 5.48296 1.56003 -0.19709  0.51
H22 3.28959 -0.09610 0.74938  0.25
H23 1.96047 3.97970 1.61409  0.47
H24 -0.24196 4.30465 2.69122  0.40
H25 -1.79516 2.38210 2.88323  0.39
H26 -1.09863 0.17005 2.05242  0.57
H27 4.13048 -1.90702 -0.76170  0.30
H28 5.32447 -3.93918 -0.06454  0.41
H29 7.51387 -3.76587 1.06139  0.39
H30 8.49577 -1.54547 1.49892  0.39
H31 7.29199 0.49044 0.82027  0.38
H32 1.06380 3.64592 -1.49867  0.32
H33 -1.30198 3.84200 -0.79830  0.47

For the energy above the lowest of the compared OMol25 structures with the same formula, charge and spin, the calculation gives 0.00 kcal per mole. The spin multiplicity is 1. As for the orbital gap: 8.9 eV. The charge is 0. Its LUMO energy is 0.48 eV. The value obtained for the strongest force on any atom is 0.012 hartree/bohr. The HOMO energy is -8.41 eV.


Record 6
Entry from the Open Molecules 2025 dataset: an isolated molecule of C4H6N2O (wB97M-V/def2-TZVPD).

Last column: Mulliken charge in e.
Atoms and positions in Å:
H1 -2.17854 1.61420 -1.11386  0.23
N1 -1.51701 0.86563 -0.92736  -0.58
C1 -1.74804 0.33935 0.19550  0.11
O1 -1.03340 -0.68296 0.70144  -0.40
C2 0.13552 -1.07515 -0.01544  -0.43
C3 1.35501 -0.27831 0.48346  -0.43
C4 1.77310 0.82695 -0.38488  0.25
N2 2.15428 1.68188 -1.06363  -0.42
H2 -2.52660 0.61374 0.91070  0.38
H3 -0.01697 -0.95031 -1.08961  0.41
H4 0.26853 -2.13269 0.21944  0.29
H5 1.11777 0.12062 1.47558  0.27
H6 2.21634 -0.94294 0.60865  0.31

For the energy above the lowest of the compared OMol25 structures with the same formula, charge and spin, the calculation gives 33.57 kcal per mole. The spin multiplicity is 1. As for the orbital gap: 11.2 eV. The charge is 0. Its LUMO energy is 0.74 eV. The value obtained for the strongest force on any atom is 0.022 hartree/bohr. The HOMO energy is -10.47 eV.


What is the charge in the fourth record? 0